[1]
132
Properties=species:S:1:pos:R:3 method="wB97M-V/def2-TZVPD" homo_lumo_gap_ev=7.582 total_charge=-1 total_energy_ev=-104026.9031 fmax_ev_per_a=2.850
C 2.1311 -0.9579 5.9692
C 3.2679 -2.0944 5.9787
O 4.5511 -1.5507 5.6627
Al 4.9503 -1.5539 3.8605
C 6.4404 -2.9722 3.5713
C 7.1694 -2.6461 2.1989
O 8.1980 -1.9581 2.1886
N 6.5740 -3.2372 1.0034
C 7.1272 -4.5820 0.7158
C 6.6304 -2.3352 -0.1724
C 5.8222 0.2673 3.4337
F 6.0469 0.4374 2.0237
F 7.1255 0.3159 4.0131
C 4.9992 1.5389 3.8992
F 5.9530 2.5661 4.1974
F 4.2616 1.3579 5.0723
P 3.1707 -1.9663 2.4100
O 1.6940 -2.4427 3.1459
O 3.5024 -3.1664 1.2111
S 2.7664 -0.3177 1.4055
H 1.1272 -1.4780 6.1272
H 2.0811 -0.5157 4.9191
H 2.3073 -0.1623 6.7477
H 2.9761 -3.0165 5.3920
H 3.3280 -2.4293 7.0738
H 6.0297 -4.0300 3.5977
H 7.1929 -2.7783 4.4034
H 6.3326 -5.1470 0.1255
H 8.1149 -4.5522 0.1491
H 7.2160 -5.1221 1.7136
H 7.6912 -2.1241 -0.5056
H 5.9819 -2.7997 -0.9756
H 6.1421 -1.3555 0.1380
H 4.3092 1.9713 3.1248
H 1.7991 -3.4051 3.3036
H 3.5020 -4.0536 1.6190
C 4.1090 1.8172 -1.3145
O 2.9168 2.3416 -0.7506
C 3.0520 3.6895 -0.3051
C 2.2208 4.6242 -1.1793
N 2.7952 4.7465 -2.5192
C 1.9156 5.4178 -3.4761
C 0.5896 4.7271 -3.8239
O 0.7415 3.5064 -4.5353
C 0.9552 2.3646 -3.7155
H 3.9581 0.7506 -1.4859
H 4.3272 2.2916 -2.2770
H 4.9557 1.9439 -0.6347
H 4.0984 4.0037 -0.2576
H 2.6501 3.7217 0.7122
H 2.1835 5.6145 -0.7128
H 1.2027 4.2230 -1.2201
H 3.0014 3.8205 -2.8746
H 2.4892 5.5241 -4.4026
H 1.7089 6.4323 -3.1183
H 0.0469 5.3962 -4.5002
H -0.0588 4.5929 -2.9513
H 0.4534 2.4460 -2.7469
H 2.0241 2.1926 -3.5786
H 0.5491 1.4946 -4.2342
C -0.5388 -4.9541 0.5045
O -0.5900 -3.8649 1.4088
C -0.6055 -2.5905 0.7553
C -1.9580 -1.9121 0.9472
N -3.0091 -2.5925 0.1871
C -4.3617 -2.1490 0.5304
C -4.8539 -2.4246 1.9608
O -5.0270 -3.8059 2.2540
C -3.8510 -4.4732 2.6831
H -0.3804 -5.8657 1.0839
H -1.4830 -5.0551 -0.0399
H 0.2888 -4.8415 -0.2014
H -0.3381 -2.6666 -0.3024
H 0.1585 -1.9843 1.2466
H -1.8878 -0.8723 0.6113
H -2.1826 -1.9151 2.0190
H -2.9500 -3.5885 0.3610
H -5.0399 -2.6602 -0.1608
H -4.4498 -1.0778 0.3192
H -5.8491 -1.9776 2.0494
H -4.2381 -1.9353 2.7233
H -3.1758 -3.8135 3.2363
H -3.3336 -4.9194 1.8323
H -4.1481 -5.2885 3.3472
C -3.4539 -2.8790 -7.9960
O -2.2985 -2.2155 -8.4824
C -2.5963 -1.1742 -9.4139
C -2.2728 0.1903 -8.8120
N -3.2140 0.5365 -7.7473
C -2.8112 1.7064 -6.9630
C -1.5205 1.5994 -6.1393
O -1.5992 0.6707 -5.0631
C -1.3149 -0.6722 -5.4198
H -3.1262 -3.7430 -7.4161
H -4.0318 -2.2246 -7.3372
H -4.0829 -3.2298 -8.8189
H -3.6298 -1.2238 -9.7687
H -1.9419 -1.3342 -10.2760
H -2.3252 0.9508 -9.5982
H -1.2453 0.1528 -8.4358
H -3.3028 -0.2512 -7.1168
H -3.6326 1.9111 -6.2691
H -2.7411 2.5731 -7.6289
H -1.3541 2.5754 -5.6744
H -0.6369 1.4094 -6.7584
H -0.5866 -0.7421 -6.2338
H -2.2334 -1.1991 -5.6844
H -0.8944 -1.1727 -4.5445
C -4.9849 2.8240 6.7816
O -4.8758 3.8294 5.7871
C -3.5382 4.0145 5.3174
C -3.4108 3.5493 3.8699
N -3.5070 2.0934 3.7713
C -3.6462 1.6044 2.3987
C -4.9194 2.0011 1.6335
O -6.1127 1.4299 2.1596
C -6.6957 2.1602 3.2259
H -5.9993 2.8562 7.1825
H -4.8179 1.8315 6.3535
H -4.2813 3.0006 7.5996
H -2.8047 3.5253 5.9641
H -3.3447 5.0907 5.3516
H -2.4428 3.8724 3.4732
H -4.2019 4.0391 3.2919
H -4.3107 1.7797 4.3018
H -3.6167 0.5114 2.4549
H -2.7680 1.9104 1.8207
H -4.8233 1.5993 0.6198
H -5.0220 3.0855 1.5167
H -6.5214 3.2370 3.1380
H -6.3287 1.7924 4.1855
H -7.7744 1.9883 3.2033

[2]
17
Properties=species:S:1:pos:R:3 method="wB97M-V/def2-TZVPD" homo_lumo_gap_ev=9.801 total_energy_ev=-12275.9478 e_above_lowest_kj_mol=1012.1 fmax_ev_per_a=7.542
C 0.8355 -0.1007 1.0030
C 0.4134 1.6796 -0.1477
C -2.4748 -0.1184 -0.0641
C -1.2194 -1.0755 -0.1188
H 2.8529 0.5917 -0.2091
H 2.8501 -1.0911 -0.9628
H 0.4396 -0.2117 1.9196
H 1.0439 2.3888 -0.9483
H -2.8830 -0.0745 -1.1251
H -3.2271 -0.0759 0.8541
H -0.7487 -1.2865 -1.2297
H -0.7111 -1.9277 0.4023
N 2.2222 -0.3931 -0.7201
N 1.3043 -1.2160 0.4190
N -0.7902 1.3926 -0.2420
N -1.2176 0.3728 0.5077
O 1.3102 1.1454 0.6620

[3]
103
Properties=species:S:1:pos:R:3 method="wB97M-V/def2-TZVPD" homo_lumo_gap_ev=7.048 total_energy_ev=-89941.8498 fmax_ev_per_a=8.649
C -5.3872 -0.0323 1.9287
C -5.5944 1.2815 1.2648
C -4.4475 2.2476 0.6084
C -3.5563 1.5053 -0.5970
C -2.2980 2.5000 -0.8957
C -1.0205 2.3826 0.1198
C -0.9932 1.0979 1.1172
C 0.5120 0.7732 1.7698
C 1.6474 0.4094 0.6466
N 1.8382 -1.0645 0.3721
C 3.3127 -1.3840 0.0544
C 3.4467 -2.9878 -0.2798
C 1.8899 -3.4636 -0.0936
C 0.8827 -2.2344 0.3099
O -1.7910 2.5402 -2.2601
S -1.4670 1.0511 -2.9766
O -1.1257 -0.0776 -1.9258
O -2.9497 0.6303 -3.7872
C -3.9611 0.1725 -2.8308
C -5.2239 -0.4238 -3.7519
S -5.2560 -2.3075 -3.4779
O -5.6647 -2.6439 -1.9916
O -3.8549 -2.9706 -3.6703
C -4.6130 1.3375 -1.8798
C -4.9705 2.7441 -2.6332
C -6.4453 2.7451 -3.4027
O -7.5905 2.6228 -2.7232
O -6.5322 2.8572 -4.8891
H -6.3383 -0.5546 2.4267
H -4.3217 -0.5135 1.8863
H -6.7134 1.6966 1.2365
H -4.9089 3.2709 0.2079
H -3.7010 2.5447 1.4620
H -3.2840 0.4094 -0.2917
H -2.7345 3.5979 -0.6972
H -0.0419 2.4517 -0.5604
H -0.9674 3.3562 0.8090
H -1.3564 0.0824 0.6662
H -1.6861 1.3030 2.0675
H 0.8319 1.6781 2.4663
H 0.3681 -0.1868 2.4640
H 2.6862 0.8004 1.0856
H 1.5210 0.9437 -0.3868
H 4.1815 -0.5695 0.0322
H 4.4212 -3.5574 -0.5872
H 1.5851 -4.5783 -0.2763
H -0.2724 -2.1881 0.4913
H -3.6416 -0.7175 -2.1418
H -6.2704 -0.0391 -3.3972
H -4.9949 -0.2614 -4.8876
H -6.2090 -2.9232 -4.3096
H -5.6535 0.8964 -1.4937
H -4.8717 3.7036 -1.9342
H -4.1760 2.9228 -3.5057
H -5.6188 2.7686 -5.3052
O -4.0597 -0.4446 4.4442
C -5.0907 -0.5148 5.0925
O -6.2316 0.1764 4.8013
C -7.1967 -0.0602 5.8253
C -6.7818 -1.3563 6.4711
C -5.2801 -1.3253 6.3388
H -7.1742 0.7799 6.5273
H -8.1950 -0.1260 5.3830
H -7.1282 -1.4531 7.5034
H -7.1834 -2.2013 5.8986
H -4.8083 -0.8063 7.1778
H -4.8668 -2.3298 6.2225
O -0.8226 3.9097 3.7871
C 0.2521 4.2700 4.2381
O 1.1705 3.4314 4.8016
C 2.2545 4.2027 5.3173
C 2.2117 5.5045 4.5607
C 0.7380 5.6864 4.2995
H 2.1035 4.3419 6.3929
H 3.1958 3.6687 5.1577
H 2.6650 6.3354 5.1077
H 2.7431 5.3970 3.6072
H 0.2386 6.2001 5.1256
H 0.5590 6.2059 3.3552
O 6.1544 -1.0345 0.7531
C 6.7919 -1.2044 -0.2730
O 6.6758 -0.4267 -1.3891
C 7.4840 -0.9759 -2.4288
C 8.5186 -1.8159 -1.7267
C 7.7735 -2.3112 -0.5130
H 6.8454 -1.5702 -3.0907
H 7.9395 -0.1673 -3.0079
H 8.9184 -2.6183 -2.3523
H 9.3571 -1.1838 -1.4101
H 7.2267 -3.2353 -0.7202
H 8.4406 -2.4391 0.3427
O 9.1533 -4.2006 -2.8862
C 8.6180 -4.3224 -3.9756
O 7.7783 -3.3984 -4.5284
C 7.2538 -3.9144 -5.7508
C 8.2329 -4.9720 -6.1887
C 8.7432 -5.5131 -4.8772
H 6.2571 -4.3250 -5.5576
H 7.1687 -3.1080 -6.4851
H 7.7844 -5.7341 -6.8316
H 9.0589 -4.5072 -6.7406
H 8.1101 -6.3187 -4.4953
H 9.7824 -5.8407 -4.9555

[4]
70
Properties=species:S:1:pos:R:3 method="wB97M-V/def2-TZVPD" homo_lumo_gap_ev=6.480 total_energy_ev=-54848.9940 fmax_ev_per_a=10.295
C 0.3902 4.5406 -3.0016
C 0.4912 4.5646 -1.4626
O 0.2262 5.6366 -0.9396
N 0.7792 3.3176 -0.6716
H 0.2672 3.2646 0.2774
H 0.3292 2.6326 -1.2696
C 2.2322 3.1176 -0.4856
H -0.3778 3.8646 -3.4216
H 1.3512 4.3536 -3.6596
H -0.1028 5.3366 -3.2996
H 2.8312 2.7906 -1.3386
H 2.5352 2.3896 0.2024
H 2.6362 4.0636 -0.1366
C -2.3388 -2.3424 1.0364
C -3.3508 -1.2534 1.3224
O -4.3668 -1.4764 1.9334
N -3.0678 0.2036 0.8154
H -2.8698 0.6556 1.6324
H -2.3268 0.2206 0.1824
C -4.1848 1.1266 0.4124
H -2.9368 -3.2734 1.0484
H -1.5848 -2.4834 1.9144
H -1.6808 -2.1764 0.2094
H -4.9158 1.2376 1.1194
H -4.7078 0.5316 -0.4356
H -4.0148 2.1316 -0.1086
N -1.3098 2.8326 2.4974
O -2.4248 2.3486 2.6124
O -1.1578 4.0406 2.8154
O -0.4898 2.4356 1.5804
N -0.9808 0.7536 -0.1106
O -1.8828 1.6186 0.0674
O 0.1552 1.1786 -0.4576
O -0.9588 -0.0634 0.7944
C 3.4282 -2.4124 -1.6176
C 2.3542 -1.3544 -1.4166
C 2.1952 -0.8284 -0.0106
O 2.7742 -0.2824 -2.2586
H 4.3272 -1.9564 -1.4966
H 3.2802 -2.8944 -2.5796
H 3.2662 -3.1974 -0.9786
H 1.4112 -1.7804 -1.8136
H 2.9122 -0.2734 0.2314
H 1.9882 -1.5064 0.9264
H 1.3812 -0.0624 0.0004
H 2.0672 0.2596 -2.5306
C 1.6182 -1.8384 3.7934
C 3.0872 -1.8814 3.6224
C 3.9362 -0.6674 3.4434
O 5.1642 -0.7344 3.1104
C 3.1932 0.6066 3.2384
C 1.6852 0.6206 3.3104
C 0.8612 -0.5914 3.3824
O -0.4028 -0.5104 3.2304
H 1.0522 -2.8134 4.1824
H 3.6632 -2.8294 3.8374
H 3.5542 1.5236 3.1744
H 1.3042 1.5606 3.1674
C -1.8728 -4.3004 -2.2356
C -3.1858 -3.5384 -2.5296
C -3.0438 -2.0334 -2.9136
O -3.9378 -1.4124 -3.3346
C -1.8228 -1.4444 -2.5096
C -0.6138 -2.1164 -2.2466
C -0.6318 -3.6624 -2.3136
O 0.3082 -4.3374 -2.1696
H -1.9818 -5.3364 -2.0026
H -4.0898 -4.0464 -2.6886
H -1.7488 -0.3724 -2.6626
H 0.3252 -1.6724 -2.0156